(1)
{
  "formula": "C15H18ClN3O",
  "method": "ωB97M-V/def2-TZVPD",
  "symbols": ["C", "C", "C", "C", "N", "C", "C", "N", "C", "C", "C", "C", "C", "Cl", "C", "C", "N", "O", "C", "C", "H", "H", "H", "H", "H", "H", "H", "H", "H", "H", "H", "H", "H", "H", "H", "H", "H", "H"],
  "coordinates": [[-3.5566, -3.8772, -0.1698], [-2.1787, -3.5120, 0.3719], [-2.1716, -2.1077, 0.9731], [-0.7736, -1.7403, 1.4574], [0.1636, -1.7942, 0.3494], [1.4688, -1.2621, 0.7028], [1.4045, 0.2207, 0.7778], [1.6293, 1.0644, -0.1779], [1.4042, 2.2791, 0.4124], [1.5318, 3.5379, -0.2923], [1.3204, 4.7452, 0.3718], [1.4413, 5.9400, -0.3085], [1.7737, 5.9267, -1.6563], [1.9240, 7.4208, -2.5081], [1.9864, 4.7324, -2.3294], [1.8652, 3.5392, -1.6450], [1.0649, 2.1655, 1.6722], [1.0624, 0.8305, 1.9209], [0.2427, -3.1417, -0.1835], [-1.1190, -3.5614, -0.7274], [-4.3002, -3.8432, 0.6232], [-3.5484, -4.8800, -0.5910], [-3.8542, -3.1797, -0.9495], [-1.9065, -4.2302, 1.1547], [-2.8714, -2.0461, 1.8084], [-2.4794, -1.3891, 0.2118], [-0.7821, -0.7277, 1.8654], [-0.4674, -2.4294, 2.2674], [2.1757, -1.5168, -0.0890], [1.8397, -1.6543, 1.6670], [1.0626, 4.7281, 1.4188], [1.2801, 6.8794, 0.1966], [2.2432, 4.7424, -3.3770], [2.0241, 2.5963, -2.1441], [0.9777, -3.1499, -0.9921], [0.5712, -3.8613, 0.5895], [-1.4010, -2.8761, -1.5281], [-1.0473, -4.5680, -1.1433]],
  "atomic_forces_ev_per_a": [[0.27, -0.03, 0.18], [-0.20, 0.19, -0.28], [0.23, -0.26, 0.23], [-0.33, 0.23, 0.01], [0.14, 0.00, 0.02], [-0.15, -0.15, 0.19], [0.19, 0.53, -0.34], [0.08, -0.42, -0.14], [-0.17, -0.90, 0.79], [0.04, 0.58, -0.24], [0.05, -0.20, -0.16], [0.02, 0.07, -0.08], [-0.02, -0.28, 0.13], [0.02, 0.19, -0.11], [-0.01, 0.19, 0.00], [-0.07, -0.04, 0.28], [-0.04, 1.22, -0.18], [0.14, -0.82, -0.09], [-0.06, -0.06, -0.31], [0.17, -0.16, 0.35], [-0.14, -0.01, 0.05], [-0.06, -0.11, -0.07], [-0.06, 0.08, -0.11], [0.04, 0.02, 0.01], [-0.06, 0.03, 0.01], [-0.06, 0.07, -0.03], [0.01, -0.10, 0.04], [0.03, 0.05, -0.01], [-0.02, 0.05, 0.13], [0.03, -0.03, -0.13], [-0.03, 0.06, 0.11], [-0.01, 0.09, 0.02], [0.02, 0.03, -0.08], [0.02, -0.07, -0.07], [0.03, -0.03, 0.07], [0.03, 0.01, -0.03], [-0.02, 0.02, -0.10], [-0.02, -0.03, -0.06]],
  "mulliken_charge": [-1.702, 0.586, -0.942, -0.637, 0.003, -0.917, 0.829, -0.519, 0.260, 0.143, -0.408, -0.676, 0.452, -0.214, -0.691, -0.263, -0.492, -0.126, -0.724, -0.870, 0.412, 0.409, 0.359, 0.205, 0.383, 0.301, 0.456, 0.325, 0.451, 0.345, 0.470, 0.415, 0.413, 0.478, 0.451, 0.332, 0.319, 0.385],
  "e_above_lowest_kcal_mol": 9.1,
  "homo_energy_ev": -9.0,
  "homo_lumo_gap_ev": 9.43,
  "fmax_ev_per_a": 1.2,
  "smiles": "CC1CCN(Cc2nc(-c3ccc(Cl)cc3)no2)CC1"
}

---

(2)
{
  "formula": "C4H9NOS",
  "method": "ωB97M-V/def2-TZVPD",
  "symbols": ["O", "C", "N", "C", "C", "C", "S", "H", "H", "H", "H", "H", "H", "H", "H", "H"],
  "coordinates": [[0.5019, -2.5779, -2.6561], [1.3587, -1.5775, -2.3487], [0.7264, -0.4712, -1.5309], [0.5793, -0.8194, -0.0690], [0.4827, 0.4320, 0.8557], [-1.0408, 0.8661, 1.0484], [-1.3350, 2.1510, 2.3659], [2.1116, -2.1542, -1.7033], [1.8374, -1.2461, -3.1583], [-0.2100, -0.3830, -1.9488], [1.6156, -1.2878, 0.1105], [-0.0965, -1.5584, 0.2161], [0.9024, 1.2768, 0.3937], [0.8921, 0.2460, 1.7920], [-1.6310, -0.0121, 1.3865], [-1.4403, 1.2171, 0.1037]],
  "atomic_forces_ev_per_a": [[-0.87, -0.06, -0.81], [-2.42, -3.81, 4.63], [-0.22, -0.22, 0.44], [4.29, 1.74, -0.92], [-3.73, -0.79, -1.80], [0.70, -0.57, 1.29], [0.20, -0.12, -0.36], [0.33, 1.53, 0.07], [2.01, 2.32, -3.45], [0.45, -0.14, 0.22], [-1.31, 0.49, 0.11], [-1.68, -1.28, 0.07], [1.16, 0.95, -0.56], [0.80, -0.29, 1.80], [0.34, 0.26, -0.46], [-0.04, -0.01, -0.26]],
  "mulliken_charge": [-0.951, -0.288, -0.394, -0.441, -0.713, -0.774, -0.798, 0.113, 0.292, 0.200, 0.355, 0.281, 0.281, 0.346, 0.226, 0.266],
  "e_above_lowest_kcal_mol": 23.9,
  "homo_energy_ev": 0.3,
  "homo_lumo_gap_ev": 5.74,
  "charge": -2,
  "fmax_ev_per_a": 6.5,
  "smiles": "[O-]CNCCC[S-]"
}

---

(3)
{
  "formula": "C27H45F2FeO27",
  "method": "ωB97M-V/def2-TZVPD",
  "symbols": ["Fe", "C", "C", "O", "O", "H", "H", "H", "C", "C", "O", "O", "H", "H", "H", "C", "C", "O", "O", "H", "H", "H", "C", "C", "O", "C", "O", "O", "F", "H", "H", "H", "C", "C", "O", "C", "O", "O", "F", "H", "H", "H", "C", "O", "C", "O", "O", "C", "H", "H", "H", "H", "H", "H", "C", "O", "C", "O", "O", "C", "H", "H", "H", "H", "H", "H", "C", "O", "C", "O", "O", "C", "H", "H", "H", "H", "H", "H", "C", "O", "C", "O", "O", "C", "H", "H", "H", "H", "H", "H", "C", "O", "C", "O", "O", "C", "H", "H", "H", "H", "H", "H"],
  "coordinates": [[8.3600, 21.9876, 12.3347], [6.0190, 23.9489, 9.6681], [6.8064, 23.2137, 10.7255], [7.0788, 21.9895, 10.7375], [7.2532, 23.6987, 11.7279], [6.7824, 24.3610, 9.0080], [5.3703, 24.7162, 10.0906], [5.5389, 23.1569, 9.0934], [7.1156, 22.8106, 16.0882], [7.5619, 22.4596, 14.7078], [6.9187, 21.8966, 13.8558], [8.6685, 22.6818, 14.2505], [7.3361, 21.9526, 16.7232], [6.0907, 23.1698, 16.1815], [7.8411, 23.4876, 16.5390], [10.1913, 18.3680, 12.3018], [9.4997, 19.6246, 12.4057], [8.2425, 19.8091, 12.2600], [10.0418, 20.7743, 12.3713], [10.9387, 18.4654, 11.5144], [9.5649, 17.4987, 12.1016], [10.6318, 18.2315, 13.2894], [7.6249, 16.8444, 9.6337], [8.5455, 15.7983, 9.7858], [8.3196, 14.9453, 8.6063], [7.3531, 15.3874, 7.8899], [6.8463, 14.9093, 6.8923], [6.9370, 16.4861, 8.4594], [8.2855, 15.1579, 10.9293], [8.2348, 17.7468, 9.5890], [6.9268, 17.0240, 10.4513], [9.5948, 16.0836, 9.8618], [11.6787, 16.4146, 15.6312], [12.2027, 14.9817, 15.5307], [13.5848, 15.2801, 15.5384], [13.8306, 16.5113, 15.0349], [14.8676, 16.9333, 14.5155], [12.6342, 17.2091, 14.9732], [11.8022, 14.5105, 14.3489], [11.5507, 16.8412, 16.6261], [10.7573, 16.6566, 15.1016], [11.7985, 14.2404, 16.2201], [9.1444, 16.7835, 4.2500], [9.8709, 17.8286, 4.8889], [10.1232, 17.5853, 6.2281], [9.7505, 16.6202, 6.8804], [10.6412, 18.7077, 6.7704], [10.9646, 18.7037, 8.1322], [9.2871, 16.9734, 3.1862], [8.1491, 16.8260, 4.6924], [9.5780, 15.7906, 4.3686], [11.8271, 18.0877, 8.3867], [10.1138, 18.3596, 8.7203], [11.2755, 19.6890, 8.4795], [9.8724, 26.0731, 11.0510], [11.0285, 25.2708, 11.2593], [10.9068, 24.0280, 11.8225], [9.8848, 23.3892, 12.0216], [12.2003, 23.6224, 12.0967], [12.5363, 22.3733, 12.6926], [8.9605, 25.5473, 10.7679], [10.0698, 26.7676, 10.2344], [9.6673, 26.6863, 11.9285], [13.5066, 22.5334, 13.1626], [12.5747, 21.4414, 12.1284], [11.9745, 22.2397, 13.6170], [10.8365, 12.9409, 9.6530], [11.5847, 13.6840, 10.6592], [12.1922, 14.7614, 10.3373], [12.0018, 15.4328, 9.3198], [13.0347, 15.0671, 11.3145], [13.6566, 16.3458, 11.3182], [9.8442, 13.2918, 9.3698], [10.7233, 11.9042, 9.9700], [11.3912, 12.9830, 8.7156], [13.7485, 16.6856, 10.2866], [14.6048, 16.1194, 11.8058], [13.0849, 17.0604, 11.9104], [3.4196, 21.8620, 8.0908], [3.2880, 21.2865, 9.4847], [4.1802, 20.2268, 9.7579], [4.8927, 19.6675, 8.9071], [4.1261, 19.9151, 11.1456], [4.9568, 19.0231, 11.6895], [3.0550, 22.8855, 8.1779], [2.7941, 21.2427, 7.4481], [4.4101, 21.9794, 7.6512], [4.8948, 19.0317, 12.7777], [6.0179, 19.1450, 11.4722], [4.7337, 18.0312, 11.2964], [7.0079, 17.1589, 14.1146], [6.0164, 16.2607, 14.3166], [6.2672, 15.2576, 15.2354], [7.3299, 15.1145, 15.7834], [5.1635, 14.5743, 15.4425], [5.2399, 13.3313, 16.1156], [6.6103, 17.9355, 13.4612], [7.8995, 16.8979, 13.5444], [7.3560, 17.6252, 15.0363], [5.4996, 13.4927, 17.1618], [6.0201, 12.7224, 15.6587], [4.2350, 12.9161, 16.0386]],
  "atomic_forces_ev_per_a": [[1.27, -1.94, -0.83], [1.03, -1.34, 0.27], [-2.42, 0.06, -2.58], [0.34, -2.72, -1.60], [1.41, 3.63, 4.05], [-0.09, 0.39, -0.07], [0.08, -0.22, -0.11], [-0.46, 0.37, 0.03], [1.03, -0.11, 0.24], [-1.38, 1.50, 4.50], [-3.89, -2.36, -2.71], [4.41, 1.30, -0.15], [-0.66, -0.51, -0.12], [0.16, -0.26, -0.16], [-0.18, 0.61, -0.41], [0.55, -1.05, 0.57], [-3.14, 3.42, -2.33], [-1.06, -1.33, 0.78], [2.30, 0.33, 0.76], [0.26, -0.07, 0.29], [-0.23, 0.32, 0.01], [0.65, -0.32, -0.14], [-1.76, 2.92, -0.97], [2.47, -2.98, -0.68], [3.44, -1.79, 2.99], [-2.25, -0.42, -2.69], [1.23, 0.58, 1.71], [-2.46, 3.56, -0.11], [-0.25, -1.69, 1.19], [-0.56, 0.60, -0.88], [-0.04, -0.52, 0.02], [0.14, -0.29, -0.71], [-1.62, 1.08, 0.45], [-0.93, 2.12, 0.39], [0.76, -1.10, 0.19], [1.48, 1.80, -2.99], [-3.11, -1.60, 2.33], [2.13, -0.57, 0.09], [0.26, -0.65, -1.69], [0.13, -0.60, 0.38], [-0.26, -0.87, 0.04], [1.04, 0.35, 0.78], [0.18, -0.33, -0.22], [1.58, -0.36, 2.61], [-1.84, 0.06, 0.04], [0.92, 1.29, -1.26], [0.36, 0.03, -1.32], [0.34, -0.47, 1.19], [-0.82, 0.34, 0.08], [-0.22, -0.36, -0.76], [0.07, 0.08, 0.63], [-0.12, -0.53, -0.36], [-0.02, 0.00, 0.06], [-0.45, 0.33, -0.60], [-0.82, 0.79, -0.22], [-0.33, -2.38, 0.99], [2.86, 0.49, -0.36], [0.55, 0.83, -0.46], [-2.45, 0.96, -1.30], [0.41, -0.13, 2.35], [0.25, -0.50, 0.23], [0.44, -0.22, 0.04], [0.08, -0.22, 0.15], [0.37, 0.20, -0.74], [-0.46, 0.64, -0.61], [-0.77, -0.27, -0.37], [0.37, -0.02, -0.98], [-1.70, -2.62, 0.33], [0.15, 2.59, -1.88], [0.27, -0.71, 1.26], [-0.33, -0.23, 0.46], [0.36, -0.45, -0.31], [0.09, 0.63, 0.74], [0.38, 0.28, 0.37], [0.19, -0.14, 0.11], [0.27, 0.15, 0.16], [0.07, 0.62, -0.18], [-0.08, -0.06, 0.06], [-0.71, -0.40, 1.02], [2.60, -1.25, -0.40], [0.76, -0.62, -0.84], [-2.06, 1.73, 3.03], [-2.45, 4.11, -3.93], [2.42, -2.99, 0.40], [-0.48, -0.28, 0.17], [0.12, 0.25, -0.03], [0.29, -0.80, 0.57], [-0.55, 0.13, -0.11], [0.12, 0.58, -0.29], [-0.15, -0.39, 0.35], [1.59, 2.65, -0.66], [-1.41, -2.83, 0.95], [0.41, 1.03, -0.15], [-0.16, -0.15, -0.25], [-0.38, 0.85, -1.04], [0.32, -0.12, 0.55], [-0.32, 0.15, 0.32], [0.06, -1.18, 0.18], [-0.03, 0.00, 0.17], [-0.03, -0.04, 0.02], [-0.26, -0.20, -0.01], [0.32, -0.16, -0.06]],
  "mulliken_charge": [0.754, -0.898, 1.169, -0.337, -0.391, 0.362, 0.399, -0.038, -1.317, 0.899, -0.269, -0.309, 0.353, 0.354, 0.406, -0.132, 1.689, -1.126, -0.603, 0.279, -0.397, 0.012, 0.841, 1.424, -0.428, 0.566, -0.631, -0.395, -0.352, -0.304, -0.430, -0.389, -0.138, 0.362, -0.314, 0.652, -0.539, -0.318, -0.226, 0.279, -0.075, 0.332, -0.576, -0.371, 0.666, -0.479, -0.375, -0.139, 0.251, 0.283, 0.268, 0.297, -0.145, 0.335, -0.410, -0.329, 0.510, -0.111, -0.365, -0.561, 0.016, 0.316, 0.303, 0.367, 0.219, 0.237, -0.615, -0.299, 1.068, -0.642, -0.394, -0.519, 0.181, 0.289, 0.345, 0.387, 0.252, 0.044, -0.756, -0.329, 0.668, -0.527, -0.322, -0.552, 0.312, 0.307, 0.355, 0.390, 0.088, 0.416, -0.271, -0.231, 0.640, -0.532, -0.349, -0.631, -0.114, 0.128, 0.392, 0.297, 0.317, 0.223],
  "homo_energy_ev": [-12.2, -12.2],
  "s2": 12.013,
  "homo_lumo_gap_ev": [9.81, 3.49],
  "multiplicity": 7,
  "charge": 1,
  "fmax_ev_per_a": 6.2
}